An isolated ion of composition C9H16OP and charge +1 at a distorted geometry, computed with the ωB97M-V functional and the def2-TZVPD basis.

Values from the calculation:
HOMO, eV: -13.0
Net charge: +1
Relative energy (zero: lowest compared OMol25 entry of this formula, charge and spin), eV: 0.000
Electronic energy, eV: -20919.3037

Atoms and positions in Å:
C  -0.225  1.062  0.418
C  -0.200  -0.349  -1.739
C  -1.406  1.135  -0.359
C  -1.337  0.293  -1.544
C  -2.434  2.002  0.052
C  -2.519  0.150  -2.448
C  1.530  -0.992  2.958
C  2.662  0.520  -0.420
C  0.985  -1.834  0.809
O  1.970  -1.761  1.860
P  0.900  -0.183  -0.272
H  0.183  1.650  1.239
H  0.092  -1.124  -2.339
H  -2.522  2.048  1.219
H  -3.287  1.739  -0.433
H  -2.179  3.009  -0.320
H  -2.280  -0.140  -3.510
H  -3.140  1.210  -2.559
H  -3.171  -0.531  -1.986
H  0.731  -1.652  3.493
H  1.135  -0.055  2.574
H  2.403  -0.945  3.556
H  3.259  -0.263  -0.749
H  2.897  0.769  0.509
H  2.619  1.305  -1.187
H  -0.019  -2.182  1.107
H  1.334  -2.536  -0.015

---

A 11-piece molecular cluster, C32H91N5O11 overall at a distorted geometry, computed with the ωB97M-V functional and the def2-TZVPD basis.

Values from the calculation:
HOMO, eV: -9.1
SMILES string: COC[C@H](C)N.COC[C@H](C)N.COC[C@H](C)N.COC[C@H](C)N.COC[C@H](C)N.CCO.CCO.CCO.CCO.CCO.CCO
Net charge: 0
Relative energy (zero: lowest compared OMol25 entry of this formula, charge and spin), eV: 1.674
Electronic energy, eV: -64627.7404

Atoms and positions in Å:
C  -11.210  10.261  -17.219
O  -12.295  9.747  -16.509
C  -12.077  9.682  -15.116
C  -13.436  9.664  -14.458
C  -14.239  10.935  -14.592
N  -13.335  9.289  -13.019
H  -11.447  10.260  -18.285
H  -10.320  9.606  -17.249
H  -10.927  11.251  -16.849
H  -11.433  8.837  -14.847
H  -11.558  10.595  -14.773
H  -14.000  8.826  -14.896
H  -13.788  11.690  -13.945
H  -15.286  10.744  -14.364
H  -14.211  11.296  -15.622
H  -12.853  8.403  -12.919
H  -14.272  9.136  -12.667
C  -7.560  13.038  -19.856
O  -8.685  13.505  -20.563
C  -9.228  12.533  -21.428
C  -9.963  13.202  -22.584
C  -9.046  14.230  -23.218
N  -11.143  13.908  -22.054
H  -7.163  13.849  -19.253
H  -6.777  12.610  -20.492
H  -7.877  12.224  -19.185
H  -8.454  11.840  -21.791
H  -9.925  11.919  -20.835
H  -10.287  12.463  -23.316
H  -9.451  14.749  -24.088
H  -8.126  13.772  -23.597
H  -8.743  14.972  -22.480
H  -10.851  14.706  -21.495
H  -11.658  13.347  -21.384
C  -16.264  11.252  -18.987
O  -16.609  9.913  -19.254
C  -16.960  9.690  -20.600
C  -18.057  10.575  -21.176
C  -19.228  10.794  -20.222
N  -18.486  9.975  -22.447
H  -15.651  11.260  -18.079
H  -17.102  11.926  -18.821
H  -15.595  11.659  -19.760
H  -16.047  9.859  -21.190
H  -17.246  8.636  -20.658
H  -17.600  11.541  -21.409
H  -18.892  10.865  -19.182
H  -19.914  9.942  -20.196
H  -19.797  11.697  -20.442
H  -19.448  10.163  -22.702
H  -18.464  8.965  -22.333
C  -12.794  12.978  -18.728
O  -12.037  13.776  -17.849
C  -12.766  14.245  -16.729
C  -11.933  15.279  -16.048
C  -12.534  15.664  -14.703
N  -11.794  16.460  -16.890
H  -13.579  12.384  -18.250
H  -12.092  12.315  -19.232
H  -13.284  13.626  -19.468
H  -13.725  14.681  -17.048
H  -12.999  13.405  -16.058
H  -10.931  14.882  -15.812
H  -13.597  15.875  -14.851
H  -12.040  16.483  -14.178
H  -12.477  14.836  -13.993
H  -11.297  16.283  -17.750
H  -11.424  17.244  -16.375
C  -11.353  19.061  -20.267
O  -12.560  18.760  -20.902
C  -12.455  17.685  -21.807
C  -11.462  17.806  -22.942
C  -11.684  19.067  -23.769
N  -11.818  16.649  -23.790
H  -11.543  19.699  -19.399
H  -10.686  19.654  -20.904
H  -10.870  18.158  -19.867
H  -12.235  16.791  -21.182
H  -13.456  17.411  -22.144
H  -10.431  17.711  -22.584
H  -11.387  19.934  -23.175
H  -12.748  19.178  -23.975
H  -11.129  19.002  -24.703
H  -11.314  16.589  -24.669
H  -11.527  15.802  -23.302
C  -17.014  13.503  -14.997
C  -17.095  14.997  -15.202
O  -17.571  15.260  -16.541
H  -16.755  13.311  -13.952
H  -16.302  12.973  -15.633
H  -17.970  13.012  -15.194
H  -16.080  15.393  -15.116
H  -17.836  15.392  -14.506
H  -17.760  16.203  -16.564
C  -15.509  16.451  -19.501
C  -16.010  15.195  -20.186
O  -16.637  14.330  -19.224
H  -16.285  17.025  -18.999
H  -14.906  17.046  -20.192
H  -14.763  16.139  -18.760
H  -15.160  14.681  -20.643
H  -16.764  15.368  -20.958
H  -16.801  14.863  -18.436
C  -7.198  16.225  -15.327
C  -7.917  16.894  -16.459
O  -7.122  17.920  -17.100
H  -6.387  15.566  -15.631
H  -7.915  15.589  -14.795
H  -6.845  16.957  -14.600
H  -8.853  17.377  -16.172
H  -8.159  16.151  -17.227
H  -7.198  17.763  -18.044
C  -15.215  18.100  -16.160
C  -15.568  19.550  -15.935
O  -15.958  20.152  -17.179
H  -14.746  17.686  -15.257
H  -14.501  17.839  -16.941
H  -16.090  17.473  -16.346
H  -14.750  20.124  -15.503
H  -16.380  19.609  -15.202
H  -16.905  20.018  -17.270
C  -14.309  13.980  -11.896
C  -15.447  14.452  -10.984
O  -15.110  15.353  -9.962
H  -13.925  12.989  -11.643
H  -13.426  14.619  -11.925
H  -14.740  13.889  -12.896
H  -15.854  13.560  -10.489
H  -16.262  14.788  -11.633
H  -15.634  16.152  -10.093
C  -14.298  17.857  -12.358
C  -15.701  18.413  -12.212
O  -16.331  17.693  -11.156
H  -14.267  16.809  -12.647
H  -13.737  18.032  -11.436
H  -13.676  18.367  -13.105
H  -16.184  18.290  -13.187
H  -15.686  19.483  -11.998
H  -16.486  18.289  -10.419

---

A 2-piece molecular cluster, C4H6F4O2S overall at a distorted geometry, computed with the ωB97M-V functional and the def2-TZVPD basis.

Values from the calculation:
HOMO, eV: -10.5
Net charge: 0
Relative energy (zero: lowest compared OMol25 entry of this formula, charge and spin), eV: 0.000
Electronic energy, eV: -30045.0880

Atoms and positions in Å:
C  -1.151  -0.174  0.610
C  -0.290  -1.906  -0.991
C  -0.354  -0.659  -0.555
C  0.450  0.398  -1.279
O  3.207  2.383  1.172
O  3.506  4.149  -0.521
F  0.475  1.587  -0.655
F  -0.027  0.639  -2.515
F  1.743  0.050  -1.445
F  5.334  2.538  -0.081
S  3.638  2.555  -0.177
H  -1.895  0.554  0.293
H  -0.499  0.317  1.330
H  -1.653  -1.008  1.092
H  0.321  -2.185  -1.832
H  -0.851  -2.688  -0.512
H  3.391  4.707  0.252

---

Question: What is the net charge in the third record?
Answer: 0